Record 1
The following is a DFT calculation (ωB97M-V with the def2-TZVPD basis set) of a molecular structure, C29H46BrN3P2Pt at a distorted geometry.

```
82
Properties=species:S:1:pos:R:3
N 2.389 -7.857 -5.174
C 3.504 -7.330 -4.672
C 3.482 -6.173 -3.864
C 2.247 -5.490 -3.628
C 1.122 -6.041 -4.295
C 1.218 -7.268 -4.971
C 2.026 -4.362 -2.701
Pt 0.392 0.867 0.652
P -1.970 1.322 3.977
C 0.755 -3.816 -2.570
C 0.539 -2.730 -1.665
C -0.456 -2.819 -0.645
C -0.271 -2.038 0.507
C 0.761 -1.093 0.412
C 1.862 -1.177 -0.463
C 1.626 -1.828 -1.687
Br 1.127 2.473 2.768
H 2.881 -4.068 -2.043
H -0.133 -4.289 -3.023
H 4.427 -5.814 -3.450
H 0.138 -5.594 -4.301
H 4.445 -7.848 -4.904
H 0.302 -7.738 -5.346
H -1.243 -3.578 -0.742
H 2.298 -1.830 -2.567
H -0.852 -2.090 1.427
H 2.810 -0.721 -0.192
P -1.138 1.574 -0.824
C -0.611 0.370 4.626
C -0.987 -0.118 6.063
H 0.295 0.998 4.650
H -0.392 -0.443 3.905
H -0.135 -0.573 6.584
H -1.351 0.732 6.657
H -1.795 -0.857 6.055
C -3.396 0.353 3.464
C -4.683 0.859 4.172
H -3.249 -0.704 3.737
H -3.422 0.389 2.357
H -5.559 0.246 3.933
H -4.552 0.849 5.262
H -4.948 1.887 3.915
C -2.077 3.114 3.649
C -1.661 4.019 4.869
H -3.104 3.461 3.362
H -1.378 3.244 2.770
H -1.430 5.041 4.516
H -2.462 4.124 5.620
H -0.789 3.613 5.401
C -1.315 3.410 -0.945
C -1.643 3.981 -2.329
H -0.391 3.857 -0.553
H -2.092 3.687 -0.215
H -0.767 3.982 -2.994
H -2.451 3.424 -2.821
H -1.971 5.024 -2.224
C -2.761 1.025 -0.141
C -3.498 -0.023 -0.966
H -3.370 1.931 0.011
H -2.510 0.637 0.859
H -3.749 0.367 -1.966
H -2.897 -0.939 -1.079
H -4.434 -0.297 -0.454
C -0.948 0.861 -2.517
C 0.331 1.243 -3.269
H -1.837 1.132 -3.118
H -0.993 -0.234 -2.393
H 0.732 0.364 -3.792
H 0.126 2.014 -4.026
H 1.122 1.607 -2.602
C 5.740 2.324 -0.373
N 4.284 2.369 -0.304
C 3.477 3.429 -0.714
C 2.180 3.039 -0.537
N 2.192 1.768 0.017
C 3.471 1.402 0.200
H 6.086 2.627 -1.367
H 6.183 3.011 0.357
H 6.081 1.304 -0.171
H 3.870 4.355 -1.103
H 1.268 3.573 -0.722
H 3.882 0.499 0.671
```

Computed properties:
**Relative energy (zero: lowest compared OMol25 entry of this formula, charge and spin)**: 363.2 kJ/mol
**Net charge**: +4
**<S²>**: 6.0634
**Multiplicity**: 5


Record 2
The following is a DFT calculation (ωB97M-V with the def2-TZVPD basis set) of a molecular structure, C25H48As3BN2O7SSn.

```
88
Properties=species:S:1:pos:R:3
Sn 0.501 -0.932 -0.179
C -1.118 -1.685 5.197
As -0.795 -1.099 3.350
C 0.956 -0.285 3.675
C -1.780 0.615 3.395
C -3.266 0.601 2.985
C -3.983 -0.604 3.594
C -3.422 0.625 1.460
As -2.438 -0.601 0.281
C -3.273 -2.333 0.593
C -3.382 -0.112 -1.352
C -3.867 1.905 3.559
As -5.655 2.684 3.176
C -6.843 1.169 2.782
C -5.414 3.303 1.325
H -1.026 -0.846 5.888
H -0.380 -2.444 5.456
H -2.110 -2.124 5.289
H 0.921 0.360 4.555
H 1.253 0.305 2.808
H 1.702 -1.065 3.826
H -1.235 1.302 2.740
H -1.686 0.994 4.417
H -3.543 -1.545 3.258
H -5.037 -0.620 3.321
H -3.918 -0.574 4.684
H -3.117 1.609 1.097
H -4.473 0.491 1.193
H -4.344 -2.216 0.761
H -2.812 -2.821 1.448
H -3.101 -2.940 -0.295
H -4.458 -0.222 -1.218
H -3.040 -0.761 -2.157
H -3.150 0.921 -1.611
H -3.200 2.736 3.302
H -3.838 1.836 4.650
H -7.010 0.579 3.681
H -6.482 0.524 1.983
H -7.799 1.597 2.478
H -4.535 3.948 1.276
H -6.283 3.903 1.055
H -5.307 2.492 0.607
N -0.737 2.841 0.548
C 0.263 3.858 0.837
C 1.662 3.329 1.056
O 2.553 4.002 1.487
O 1.818 2.024 0.729
H -0.528 2.385 -0.337
H -1.636 3.296 0.437
H -0.004 4.392 1.750
H 0.376 4.619 0.054
C 6.334 1.669 -0.813
C 4.941 1.075 -0.778
C 4.518 0.623 -2.167
O 4.007 2.115 -0.368
B 3.062 1.498 0.382
O 3.351 0.207 0.732
C 4.727 -0.023 0.316
C 5.587 0.192 1.552
C 4.845 -1.450 -0.181
H 6.382 2.424 -1.597
H 7.071 0.896 -1.038
H 6.594 2.142 0.132
H 4.512 1.487 -2.831
H 3.511 0.205 -2.156
H 5.211 -0.119 -2.565
H 5.496 1.216 1.919
H 6.638 -0.014 1.345
H 5.249 -0.484 2.337
H 4.116 -1.668 -0.960
H 4.673 -2.137 0.648
H 5.846 -1.635 -0.575
S 0.634 0.858 -1.949
C 0.122 0.112 -3.481
C -1.111 0.440 -4.038
C -1.504 -0.110 -5.248
C -0.669 -0.994 -5.918
C 0.569 -1.307 -5.377
C 0.970 -0.750 -4.171
H -1.759 1.134 -3.519
H -2.467 0.152 -5.668
H -0.980 -1.431 -6.857
H 1.230 -1.992 -5.893
H 1.937 -0.995 -3.755
O 1.477 -2.581 -1.752
N 0.324 -2.953 -2.086
O 0.100 -3.840 -2.859
O -0.648 -2.297 -1.528
```

Computed properties:
**Relative energy (zero: lowest compared OMol25 entry of this formula, charge and spin)**: 36.3 kJ/mol
**Net charge**: 0


Record 3
The following is a DFT calculation (ωB97M-V with the def2-TZVPD basis set) of a molecular structure, CH12O9Zn at a distorted geometry.

```
23
Properties=species:S:1:pos:R:3
Zn 23.696 10.161 11.443
C 23.267 8.987 13.393
O 24.404 8.754 12.649
O 22.984 8.180 14.362
O 22.568 10.014 12.973
O 22.422 9.014 10.147
H 21.592 8.532 10.365
H 22.590 8.612 9.267
O 25.248 9.815 10.063
H 26.063 10.260 10.020
H 24.896 9.797 9.123
O 26.863 8.631 12.390
H 27.046 8.567 13.333
H 25.873 8.737 12.383
O 24.714 11.752 12.146
H 24.301 12.496 12.481
H 25.641 11.923 12.438
O 23.027 11.586 10.016
H 23.624 12.285 9.664
H 22.601 11.218 9.187
O 23.133 11.999 14.494
H 22.935 11.215 14.012
H 23.986 11.788 14.853
```

Computed properties:
**Net charge**: 0
**Energy**: -68077.523 eV


Record 4
The following is a DFT calculation (ωB97M-V with the def2-TZVPD basis set) of a single C3H4N2S molecule at a distorted geometry.

```
10
Properties=species:S:1:pos:R:3
S -2.074 0.079 -0.027
C -0.268 0.059 -0.054
C 0.704 1.182 0.033
C 1.979 0.557 0.048
N 1.742 -0.724 -0.051
N 0.359 -1.077 -0.027
H -1.888 -1.246 0.750
H 0.471 2.309 -0.058
H 2.950 0.983 0.190
H 2.459 -1.495 -0.054
```

Computed properties:
**Relative energy (zero: lowest compared OMol25 entry of this formula, charge and spin)**: 185.3 kJ/mol
**Net charge**: 0
**SMILES**: Sc1cc[nH]n1


net charge of number 4 (C3H4N2S)?
0